C32H40IrO4P3S2Te | ωB97M-V/def2-TZVPD

- Net charge: +2
- Largest force on an atom: 0.8 eV/A
- Energy above the lowest of the compared OMol25 structures with the same formula, charge and spin: 0.00 kcal/mol
- Calculated total energy: -3736.66022 hartree

Cartesian coordinates (Å):
H 0.50 -2.35 -1.35
C -0.51 -0.63 4.32
H -1.82 2.58 2.98
C -2.97 0.24 5.27
H -5.46 0.45 -1.30
C -0.64 0.64 4.87
C -0.37 -2.95 -1.61
H 2.08 -2.71 2.27
C -1.37 1.22 -2.38
C 1.68 0.01 -2.72
H 0.60 -3.87 -3.28
H -3.76 -1.32 -1.25
H 1.52 4.58 1.45
C -1.51 -2.88 -0.82
H -3.49 -3.69 -0.52
H 0.09 -4.90 1.87
O -1.42 -0.10 -2.37
H 2.45 -0.04 -3.48
H -2.94 -0.39 -3.76
H 4.60 1.89 0.31
Ir -0.19 0.17 0.43
P -1.54 -1.86 0.68
C -1.17 3.21 2.37
C 4.26 0.86 0.22
P -1.58 -3.24 3.74
C -1.99 -3.14 1.93
O 2.56 -1.63 0.59
C -3.80 -0.59 -0.46
H 2.14 -0.94 2.52
H -3.39 -5.17 -2.47
H 4.48 0.48 -0.78
H -0.87 4.09 2.93
C 1.40 3.73 0.78
H -2.28 0.22 2.48
H -1.35 -5.27 -3.85
C -3.91 1.29 1.59
H 0.63 -2.79 5.58
H -1.88 -1.80 -3.37
H 0.80 -0.57 -3.03
O 2.83 0.88 0.44
C -2.95 0.30 1.63
H 1.41 1.05 -2.53
C -4.75 0.41 -0.49
H -3.98 2.01 2.40
H 2.33 -5.80 2.05
O 2.25 -0.60 -1.54
C -2.89 -0.66 0.60
H -3.93 0.56 5.65
H 3.65 -1.86 2.31
C 2.29 -3.93 4.87
H 0.47 -0.97 4.00
C -1.40 -4.60 -3.01
Te 0.61 2.15 1.95
H -3.08 -3.15 1.87
H 2.91 -3.68 5.72
C 2.78 -4.78 3.88
C -1.87 1.08 5.34
C -0.30 -3.81 -2.69
H -3.68 -1.71 4.75
H -1.65 3.49 1.44
P 1.91 -0.34 -0.04
C 1.01 -3.42 4.78
C -1.92 -0.73 -3.57
C -2.54 -4.55 -2.23
H -1.29 -0.47 -4.42
S -1.71 2.26 -3.56
H 0.24 1.27 4.98
C -2.83 -1.04 4.75
H -5.55 2.14 0.50
C 0.19 -3.72 3.68
H 2.36 3.41 0.38
C -4.80 1.36 0.53
C 0.69 -4.60 2.71
H 0.71 3.98 -0.02
H -1.96 2.05 5.80
C 2.61 -1.79 2.02
H -1.66 -4.08 1.48
H 4.74 0.24 0.97
S -0.79 1.92 -0.84
C -2.60 -3.71 -1.13
C 1.97 -5.12 2.81
C -1.60 -1.49 4.26
H 3.78 -5.19 3.97